[1]
C34H9F24GeO7S4Ti | the ωB97M-V functional and the def2-TZVPD basis

Results
- Energy above the lowest of the compared OMol25 structures with the same formula, charge and spin: 0.000 eV
- Gap between HOMO and LUMO (spin up / spin down): 6.7 / 6.9 eV
- Energy: -8743.91426 Eh
- Charge: -2
- Multiplicity: 2
- Lowest unoccupied orbital energy (spin up / spin down): 3.84 / 3.84 eV
- HOMO energy (spin up / spin down): -2.9 / -3.1 eV

Geometry as XYZ:
```
80
C34H9F24GeO7S4Ti (the ωB97M-V functional and the def2-TZVPD basis)
Ti 2.286 -0.417 -0.337
O 6.229 -2.206 0.498
S 5.532 -0.943 0.685
O 6.205 0.290 0.465
O 4.256 -0.934 -0.049
C 5.134 -0.927 2.482
C 6.275 -1.265 3.200
C 6.246 -1.330 4.569
C 5.076 -1.093 5.261
C 3.920 -0.846 4.522
C 3.918 -0.754 3.114
S 2.268 -0.531 2.375
O 1.344 -0.219 3.436
O 1.980 -1.713 1.570
O 2.322 0.603 1.450
H 7.203 -1.388 2.654
H 7.121 -1.695 5.092
H 4.973 -1.153 6.347
H 2.993 -0.746 5.047
S 2.767 1.580 -1.587
C 2.351 3.071 -0.744
C 3.159 3.567 0.270
C 3.165 4.916 0.588
C 2.288 5.800 0.006
C 1.382 5.320 -0.924
C 1.415 3.962 -1.325
H 3.931 2.952 0.719
H 3.861 5.268 1.358
H 2.308 6.848 0.249
H 0.694 6.030 -1.361
H 0.740 3.580 -2.055
F -0.668 -3.993 -2.729
C 0.194 -3.568 -1.791
F 0.590 -4.681 -1.163
F -0.474 -2.799 -0.938
C 1.423 -2.676 -2.356
O 1.690 -1.698 -1.543
C 2.721 -3.587 -2.506
F 2.541 -4.807 -2.970
F 3.226 -3.694 -1.272
F 3.612 -2.983 -3.325
C 1.007 -2.075 -3.755
F 1.120 -2.923 -4.782
F 1.800 -1.089 -4.096
F -0.269 -1.666 -3.674
F -3.694 -2.613 0.776
C -3.585 -2.529 -0.556
C -3.206 -1.356 -1.238
C -3.081 -1.463 -2.618
F -2.609 -0.439 -3.357
C -3.459 -2.587 -3.294
F -3.549 -2.634 -4.650
C -3.808 -3.737 -2.578
F -4.069 -4.883 -3.198
C -3.853 -3.701 -1.210
F -4.272 -4.830 -0.564
Ge -2.471 0.331 -0.435
S -0.504 0.776 -0.647
C -3.720 1.749 -1.095
C -4.641 1.613 -2.114
F -5.008 0.394 -2.516
C -5.205 2.689 -2.762
F -6.054 2.513 -3.830
C -4.821 3.965 -2.402
F -5.382 5.024 -3.011
C -3.915 4.113 -1.343
F -3.551 5.357 -0.958
C -3.361 3.045 -0.728
F -2.428 3.252 0.199
C -3.155 0.197 1.489
C -4.517 0.165 1.744
F -5.365 0.040 0.713
C -5.053 0.123 2.997
F -6.388 -0.052 3.182
C -4.192 0.234 4.092
F -4.696 0.145 5.326
C -2.815 0.374 3.883
F -2.039 0.495 4.978
C -2.358 0.358 2.587
F -1.031 0.484 2.463
```

[2]
C22H55BN2O8P | the ωB97M-V functional and the def2-TZVPD basis

Results
- Gap between HOMO and LUMO: 7.6 eV
- Energy: -1948.77151 Eh
- Charge: +1
- Lowest unoccupied orbital energy: -3.40 eV
- HOMO energy: -11.0 eV

Geometry as XYZ:
```
89
C22H55BN2O8P (the ωB97M-V functional and the def2-TZVPD basis)
C 0.026 -0.823 2.694
C 0.051 -1.413 1.298
O -0.388 -0.389 0.367
P -0.867 -0.797 -1.095
O -1.249 -2.223 -1.235
C 0.445 -0.301 -2.249
C 0.653 -1.380 -3.333
C 1.327 -2.637 -2.760
C 0.905 -3.995 -3.332
C 1.485 -5.102 -2.419
C 0.618 -5.408 -1.194
N -0.350 -6.470 -1.549
C 1.399 -4.258 -4.777
N 0.419 -5.283 -5.219
C -0.674 -5.290 -4.525
B -1.923 -6.286 -4.582
C -3.344 -5.744 -4.881
O -1.629 -7.602 -4.314
C -0.612 -4.171 -3.537
O -2.018 0.257 -1.401
C -2.942 0.684 -0.382
C -3.854 -0.426 0.109
H 0.742 -0.005 2.798
H 0.251 -1.592 3.433
H -0.969 -0.421 2.904
H 1.063 -1.717 1.011
H -0.615 -2.270 1.210
H 0.164 0.653 -2.699
H 1.359 -0.140 -1.672
H -0.324 -1.599 -3.760
H 1.270 -0.963 -4.135
H 1.164 -2.679 -1.682
H 2.412 -2.542 -2.899
H 2.476 -4.755 -2.107
H 1.648 -6.044 -2.954
H 1.248 -5.712 -0.351
H 0.072 -4.512 -0.886
H 0.202 -7.279 -1.818
H -0.858 -6.764 -0.723
H 1.339 -3.382 -5.426
H 2.415 -4.653 -4.810
H 0.595 -5.929 -5.973
H -4.033 -6.584 -4.988
H -3.691 -5.128 -4.042
H -3.396 -5.124 -5.781
H -1.647 -7.801 -3.375
H -1.218 -4.299 -2.646
H -1.010 -3.316 -4.101
H -3.549 1.467 -0.839
H -2.395 1.135 0.447
H -3.295 -1.279 0.499
H -4.504 -0.784 -0.693
H -4.483 -0.030 0.910
C 1.766 4.896 3.757
C 2.851 4.432 4.710
O 3.561 3.297 4.202
H 1.046 4.097 3.574
H 1.237 5.754 4.175
H 2.185 5.185 2.794
H 2.431 4.118 5.664
H 3.560 5.240 4.910
H 3.964 3.560 3.370
C 5.081 0.799 7.590
C 4.627 2.231 7.816
O 5.137 3.124 6.837
H 6.169 0.744 7.586
H 4.700 0.139 8.371
H 4.719 0.431 6.626
H 4.995 2.599 8.773
H 3.532 2.277 7.840
H 4.809 2.839 5.974
C -0.593 7.595 0.292
C 0.464 7.087 1.253
O 1.145 5.940 0.725
H -1.348 6.838 0.082
H -1.097 8.472 0.700
H -0.128 7.880 -0.655
H 0.030 6.781 2.202
H 1.194 7.878 1.456
H 1.534 6.215 -0.109
C -4.782 4.296 -1.306
C -3.563 5.043 -0.788
O -3.817 5.713 0.442
H -5.601 5.004 -1.427
H -4.573 3.828 -2.270
H -5.119 3.515 -0.620
H -3.294 5.824 -1.498
H -2.698 4.378 -0.679
H -4.036 5.050 1.101
```

[3]
C40H60N4O3S2 | the ωB97M-V functional and the def2-TZVPD basis

Results
- SMILES: CC(C)C[C@@H](C)COc1cccc2c1C(=O)c1c(CCCSC(=S)n3ccnc3)cccc1C2=O.CCN(CC)CC.CCN(CC)CC
- Gap between HOMO and LUMO: 6.2 eV
- Energy: -2800.18960 Eh
- Lowest unoccupied orbital energy: -1.63 eV
- HOMO energy: -7.8 eV

Geometry as XYZ:
```
109
C40H60N4O3S2 (the ωB97M-V functional and the def2-TZVPD basis)
C 6.393 -4.231 0.242
C 5.174 -4.666 -0.770
C 3.694 -4.734 -0.061
C 5.250 -3.688 -2.088
C 4.652 -2.169 -1.822
C 5.686 -1.020 -2.402
C 3.188 -2.088 -2.556
O 2.068 -1.808 -1.643
C 1.646 -0.400 -1.695
C 2.024 0.625 -0.438
C 1.546 2.225 -0.396
C 0.662 2.848 -1.632
C 0.287 1.825 -2.874
C 0.763 0.223 -2.928
C 0.293 -0.655 -4.271
O 1.109 -1.487 -4.940
C -1.284 -0.370 -4.751
C -2.273 -1.608 -5.212
C -1.654 -3.125 -5.168
C -2.746 -4.316 -4.894
C -2.793 -4.601 -3.258
S -4.366 -3.778 -2.633
C -3.802 -2.588 -1.276
S -2.744 -1.250 -1.570
N -4.337 -2.870 0.130
C -4.178 -4.163 0.945
C -5.025 -3.751 2.287
N -5.586 -2.337 2.118
C -5.159 -1.752 0.774
C -3.812 -1.205 -5.635
C -4.290 0.391 -5.585
C -3.307 1.630 -5.125
C -1.764 1.231 -4.692
C -0.651 2.356 -4.153
O -0.485 3.563 -4.714
H 6.157 -4.740 1.286
H 7.441 -4.652 -0.131
H 6.445 -3.065 0.339
H 5.406 -5.769 -1.154
H 3.474 -3.686 0.414
H 2.837 -5.120 -0.768
H 3.752 -5.505 0.835
H 6.404 -3.585 -2.367
H 4.754 -4.201 -3.038
H 4.451 -2.016 -0.656
H 6.667 -1.471 -2.886
H 5.209 -0.330 -3.237
H 6.019 -0.289 -1.523
H 2.889 -3.077 -3.150
H 3.235 -1.241 -3.396
H 2.644 0.233 0.502
H 1.787 2.946 0.516
H 0.248 3.951 -1.698
H -1.130 -3.307 -6.219
H -0.777 -3.244 -4.368
H -2.310 -5.296 -5.400
H -3.789 -4.034 -5.347
H -2.776 -5.769 -3.073
H -1.837 -4.165 -2.696
H -3.607 -5.154 0.649
H -5.201 -4.467 3.206
H -5.396 -0.695 0.297
H -4.539 -2.073 -5.936
H -5.400 0.641 -5.866
H -3.642 2.768 -5.063
C 4.545 4.516 -1.968
C 3.901 5.781 -1.408
N 3.859 5.831 0.056
C 3.004 6.903 0.575
C 3.422 8.340 0.288
C 5.140 5.667 0.748
C 6.251 6.660 0.423
H 4.050 3.617 -1.587
H 4.459 4.509 -3.060
H 5.610 4.458 -1.727
H 2.874 5.810 -1.792
H 4.418 6.652 -1.825
H 2.885 6.780 1.659
H 1.995 6.757 0.168
H 4.262 8.649 0.913
H 2.592 9.017 0.521
H 3.685 8.500 -0.760
H 5.515 4.657 0.543
H 4.972 5.672 1.833
H 6.346 6.850 -0.650
H 7.213 6.258 0.766
H 6.107 7.614 0.933
C -5.348 0.336 4.438
C -5.167 0.413 5.951
N -6.195 -0.304 6.712
C -6.172 0.001 8.146
C -4.939 -0.418 8.936
C -6.381 -1.719 6.380
C -5.175 -2.642 6.518
H -6.338 0.694 4.139
H -4.600 0.965 3.943
H -5.215 -0.682 4.060
H -5.204 1.474 6.221
H -4.162 0.058 6.202
H -7.062 -0.431 8.623
H -6.295 1.086 8.262
H -4.924 -1.495 9.121
H -4.950 0.068 9.918
H -4.007 -0.132 8.444
H -6.743 -1.785 5.345
H -7.206 -2.128 6.975
H -4.260 -2.204 6.108
H -5.362 -3.573 5.968
H -4.992 -2.919 7.558
```